Record 1
Here is a molecular structure, C4H8N2O from the OMol25 dataset. Energies are from ωB97M-V/def2-TZVPD.

Summary:
**DFT total energy**: -9304.5536 eV
**2S+1**: 1
**Relative energy (zero: lowest compared OMol25 entry of this formula, charge and spin)**: 42.42 kcal/mol
**Lowest unoccupied orbital energy**: 0.9 eV
**Strongest force on any atom**: 0.82 eV/Å

```
15
C4H8N2O, DFT ωB97M-V/def2-TZVPD
C 1.76603 0.02166 0.47356
C 0.79995 -0.32173 -0.64448
O 0.13084 -1.59070 -0.33643
C -1.02325 -0.91679 -0.02497
N -2.01474 -1.23091 0.67647
C -0.59058 0.38079 -0.64940
N -0.78963 1.60736 0.06017
H 1.18908 0.39309 1.32537
H 2.47885 0.79737 0.18140
H 2.33643 -0.85258 0.81481
H 1.18881 -0.28556 -1.65680
H -1.91269 -2.17466 1.04668
H -0.96791 0.42965 -1.68232
H -1.27634 2.29931 -0.49427
H -1.31482 1.44371 0.91021
```

Okay, here come the Löwdin numbers, in e, for every atom: -0.031 -0.278 0.027 -0.439 0.172 -0.277 0.069 0.079 0.082 0.087 0.134 0.063 0.156 0.076 0.079

---

Record 2
Here is 2 unconnected molecules or ions with the total composition C4H8N2O from the OMol25 dataset. Energies are from ωB97M-V/def2-TZVPD.

Summary:
**DFT total energy**: -9302.2724 eV
**2S+1**: 1
**Relative energy (zero: lowest compared OMol25 entry of this formula, charge and spin)**: 95.03 kcal/mol
**Lowest unoccupied orbital energy (spin up / spin down)**: 0.3 / 0.3 eV
**Strongest force on any atom**: 1.11 eV/Å

```
15
C4H8N2O, DFT ωB97M-V/def2-TZVPD
C 1.62789 0.36420 -1.40835
N 0.76005 0.61405 -0.46340
C -0.52860 0.22559 -0.28407
C -1.24074 0.84183 0.88851
O -0.33769 1.00973 1.97804
C -1.13195 -0.57284 -1.26698
N -1.59769 -1.24593 -2.09805
H 1.31162 -0.21046 -2.26944
H 2.63384 0.74289 -1.30185
H 1.30789 -2.25558 1.00416
H 1.08367 1.14648 0.34714
H 0.69522 -1.86567 0.83499
H -2.10610 0.22465 1.15822
H -1.60947 1.85527 0.68464
H -0.11286 0.12544 2.30155
```

Okay, here come the Löwdin numbers, in e, for every atom: 0.034 -0.020 -0.316 -0.215 -0.081 -0.235 0.134 0.075 0.069 0.047 0.159 0.017 0.124 0.122 0.087

---

Record 3
Here is a single C4H8N2O molecule from the OMol25 dataset. Energies are from ωB97M-V/def2-TZVPD.

Summary:
**DFT total energy**: -9301.0878 eV
**2S+1**: 1
**Relative energy (zero: lowest compared OMol25 entry of this formula, charge and spin)**: 122.35 kcal/mol
**Lowest unoccupied orbital energy (spin up / spin down)**: 0.3 / 0.3 eV
**Strongest force on any atom**: 0.90 eV/Å

```
15
C4H8N2O, DFT ωB97M-V/def2-TZVPD
N -1.91192 -0.18890 -0.43371
C -0.81579 -0.38308 0.51798
C 0.43653 -0.91392 -0.19206
C 1.29985 0.21188 -0.82548
O 1.96578 0.95980 0.13889
C -0.54995 0.96963 1.17633
N 0.51355 1.50938 1.21853
H -2.21719 -1.10130 -0.77084
H -2.70762 0.22720 0.04954
H -1.07144 -1.04852 1.36463
H 0.11925 -1.62015 -0.97260
H 1.06598 -1.45688 0.52399
H 0.63733 0.82907 -1.46753
H 2.05572 -0.24977 -1.47866
H 1.17993 2.25557 1.15099
```

Okay, here come the Löwdin numbers, in e, for every atom: 0.031 -0.403 -0.147 -0.331 -0.222 0.003 0.199 0.079 0.073 0.134 0.113 0.116 0.113 0.109 0.133

---

Record 4
Here is 2 unconnected molecules or ions with the total composition C4H8N2O from the OMol25 dataset. Energies are from ωB97M-V/def2-TZVPD.

Summary:
**DFT total energy**: -9304.4421 eV
**2S+1**: 1
**Relative energy (zero: lowest compared OMol25 entry of this formula, charge and spin)**: 44.99 kcal/mol
**Lowest unoccupied orbital energy**: 0.8 eV
**Strongest force on any atom**: 4.27 eV/Å
**SMILES**: Cc1c[nH]cn1.O

```
15
C4H8N2O, DFT ωB97M-V/def2-TZVPD
C 0.07575 2.22126 -1.25616
C 0.14305 0.72597 -1.07773
C 1.23930 -0.06157 -1.32239
N 0.89865 -1.36169 -1.08747
C -0.45560 -1.33920 -0.81763
N -0.88702 -0.08543 -0.71164
H 1.08855 2.56722 -1.55685
H -0.51063 2.53229 -2.17081
H -0.36598 2.83677 -0.47483
H 2.18309 0.21523 -1.41700
H 1.53072 -2.09638 -1.12400
H -1.02019 -2.34540 -0.41012
O -1.13919 -0.97571 4.49785
H -1.74900 -1.24297 5.10936
H -1.03148 -1.59037 3.81940
```

Okay, here come the Löwdin numbers, in e, for every atom: -0.052 -0.357 -0.083 0.049 -0.200 0.071 0.076 0.085 0.067 0.069 0.117 0.160 0.010 -0.015 0.004

---

Record 5
Here is 2 unconnected molecules or ions with the total composition C4H8N2O from the OMol25 dataset. Energies are from ωB97M-V/def2-TZVPD.

Summary:
**DFT total energy**: -9304.9120 eV
**2S+1**: 1
**Relative energy (zero: lowest compared OMol25 entry of this formula, charge and spin)**: 34.16 kcal/mol
**Lowest unoccupied orbital energy**: 0.8 eV
**Strongest force on any atom**: 2.62 eV/Å
**SMILES**: Cc1cnc[nH]1.O

```
15
C4H8N2O, DFT ωB97M-V/def2-TZVPD
C 0.63466 -1.34975 1.83795
C 0.36189 -0.23234 0.89200
C -0.70737 0.06203 0.07683
N -0.32830 1.00270 -0.84317
C 0.74139 1.56638 -0.35821
N 1.29512 0.76187 0.62798
H 1.70821 -1.54483 1.87893
H 0.42410 -0.97086 2.84910
H 0.08568 -2.25560 1.60713
H -1.64533 -0.47355 0.04512
H 1.20517 2.45636 -0.75150
H 1.78857 1.29138 1.33081
O -1.99711 -0.40869 -2.95263
H -1.69819 -0.27273 -3.84178
H -1.86847 0.36762 -2.39856
```

Okay, here come the Löwdin numbers, in e, for every atom: -0.038 -0.310 -0.110 0.035 -0.192 0.072 0.077 0.079 0.079 0.109 0.113 0.147 -0.072 0.017 -0.005

---

Record 6
Here is a molecular structure, C4H8N2O from the OMol25 dataset. Energies are from ωB97M-V/def2-TZVPD.

Summary:
**DFT total energy**: -9301.8579 eV
**2S+1**: 1
**Relative energy (zero: lowest compared OMol25 entry of this formula, charge and spin)**: 104.59 kcal/mol
**Lowest unoccupied orbital energy**: 0.1 eV
**Strongest force on any atom**: 4.98 eV/Å

```
15
C4H8N2O, DFT ωB97M-V/def2-TZVPD
C 0.41997 -1.49110 0.52187
C 1.32103 0.62839 -1.07412
C 0.21414 0.01258 0.65455
O 0.52587 0.67647 1.65059
H -0.01302 -1.90356 -0.38785
H 1.49096 -1.69423 0.52148
H 1.40560 -0.12654 -1.85242
H 1.52000 1.63143 -1.44342
H 2.14082 0.50035 -0.36359
H -0.04941 -1.97221 1.38290
N -2.25550 0.55877 0.40733
C -1.01964 0.48610 -0.14444
N -0.54528 0.88553 -1.23730
H -2.89588 1.19173 -0.05385
H -2.25965 0.61630 1.41826
```

Okay, here come the Löwdin numbers, in e, for every atom: -0.012 -0.028 -0.514 0.036 0.089 0.085 0.056 0.057 0.074 0.094 0.153 -0.475 0.174 0.104 0.108

---

Record 7
Here is a single C4H8N2O molecule from the OMol25 dataset. Energies are from ωB97M-V/def2-TZVPD.

Summary:
**DFT total energy**: -9302.1486 eV
**2S+1**: 1
**Relative energy (zero: lowest compared OMol25 entry of this formula, charge and spin)**: 97.88 kcal/mol
**Lowest unoccupied orbital energy**: 0.9 eV
**Strongest force on any atom**: 2.23 eV/Å
**SMILES**: C=N/C(C)=C/ON

```
15
C4H8N2O, DFT ωB97M-V/def2-TZVPD
C -0.11987 2.39309 -0.96168
N -0.01097 1.21206 -1.37565
C 0.33549 0.09222 -0.52666
C 1.32386 -0.86510 -1.09893
C -0.29620 -0.02429 0.63349
O -0.02460 -1.16936 1.45055
N -1.12143 -1.73741 2.11495
H 0.04891 2.70898 0.07264
H -0.39370 3.16369 -1.67129
H 1.11850 -1.00413 -2.15821
H 2.33418 -0.46997 -0.99965
H 1.26214 -1.81458 -0.57388
H -1.09166 0.62573 0.98104
H -1.57591 -1.02476 2.68714
H -1.78874 -2.08616 1.42614
```

Okay, here come the Löwdin numbers, in e, for every atom: -0.054 0.020 -0.328 -0.032 -0.081 -0.193 0.011 0.078 0.064 0.080 0.084 0.076 0.114 0.077 0.083

---

Record 8
Here is 2 unconnected molecules or ions with the total composition C4H8N2O2 from the OMol25 dataset. Energies are from ωB97M-V/def2-TZVPD.

Summary:
**DFT total energy**: -11348.5693 eV
**2S+1**: 1
**Relative energy (zero: lowest compared OMol25 entry of this formula, charge and spin)**: 127.83 kcal/mol
**Lowest unoccupied orbital energy (spin up / spin down)**: -1.2 / -1.2 eV
**Strongest force on any atom**: 3.89 eV/Å
**SMILES**: [H]/N=C(/C)C(=C)N=O.O

```
16
C4H8N2O2, DFT ωB97M-V/def2-TZVPD
H 0.18074 -2.34095 -0.26522
N 0.80462 -2.00720 0.47592
C 0.82706 -0.76695 0.65169
C 1.72058 -0.15717 1.68808
C -0.00477 0.21856 -0.15839
C -0.37651 1.41669 0.31224
N -0.36791 -0.26867 -1.39302
O -0.99208 -1.38361 -1.43331
H 2.30222 0.66232 1.26873
H 1.12757 0.24350 2.50956
H 2.38861 -0.92449 2.06936
H 0.02102 1.81273 1.22929
H -1.16754 1.95362 -0.18534
O -2.31616 0.80070 -2.03196
H -2.42703 -0.23620 -1.96896
H -1.72043 0.97713 -2.76866
```

Okay, here come the Löwdin numbers, in e, for every atom: 0.044 0.173 -0.375 -0.049 -0.285 0.126 0.006 -0.065 0.086 0.082 0.081 0.066 0.064 -0.096 0.097 0.046